{"formula": "C13H18S", "method": "ωB97M-V/def2-TZVPD", "relative_energy_kcal_mol": 26.6, "elements": ["H", "H", "H", "C", "H", "H", "C", "H", "H", "H", "C", "H", "H", "C", "H", "H", "H", "C", "H", "C", "H", "S", "H", "C", "H", "C", "C", "C", "H", "C", "C", "C"], "coordinates": [[-0.207395, -2.638624, 0.130160], [1.562583, 1.022628, -1.856054], [-1.312823, -3.349718, -1.045476], [-1.045368, -1.044914, -1.211790], [2.440532, 1.738068, -0.429950], [0.238823, -0.937576, 1.436727], [2.489608, -0.664696, 1.018405], [0.907834, 2.451844, 1.710934], [3.316415, -0.051121, 1.513717], [2.686694, -1.734467, 1.079892], [-0.814730, 2.815668, 0.479829], [-0.054777, -0.916557, -1.752951], [-0.935265, 3.774166, 1.061950], [0.246398, 2.124528, 0.893250], [2.042592, -1.179828, -1.051527], [1.126117, 0.357921, 2.434476], [-1.933428, 3.448000, -1.150571], [2.546575, -0.355909, -0.461501], [3.587097, -0.324505, -0.691559], [-1.673849, 2.537064, -0.653347], [-1.822417, -1.084727, -1.956947], [-2.190264, -0.348820, 1.189106], [-3.331658, -2.298542, 0.013634], [0.598567, 0.791252, 0.286941], [-2.290858, -2.890878, 1.349791], [-1.148574, -2.422666, -0.424175], [-2.321729, -2.159592, 0.511145], [1.086286, -0.223818, 1.420604], [-2.561642, 1.209890, -1.806808], [1.730536, 0.945197, -0.742736], [-1.768493, 1.221683, -1.025572], [-1.193379, 0.189043, -0.269587]], "atomic_forces_ev_per_a": [[-0.659, 0.336, -0.134], [-0.429, 0.201, 1.335], [-0.066, 1.209, 0.259], [2.014, -1.276, 0.341], [-0.834, 0.203, -0.183], [1.127, -0.169, 0.569], [0.201, 0.529, -0.264], [-0.447, 0.133, -0.396], [-1.211, -0.950, -0.254], [0.095, 0.042, 0.742], [0.933, 2.379, 2.059], [-1.183, -0.343, 0.448], [-0.255, -0.829, -0.931], [-0.179, -0.976, -0.257], [0.707, 0.588, 0.608], [-0.361, -1.258, -1.686], [-1.040, -0.162, -0.678], [-1.073, -0.736, -1.189], [0.719, 0.184, -0.995], [1.971, -1.975, 0.757], [-0.414, 0.367, -0.286], [0.304, -1.633, -1.225], [1.256, 0.397, 0.417], [-2.687, -0.062, 0.571], [-0.146, 0.766, -0.248], [0.509, 1.001, -0.349], [-0.895, -0.252, 0.918], [-0.873, 2.025, 0.739], [0.844, -1.455, 0.175], [1.486, -1.594, -0.059], [-2.961, 5.962, -1.429], [3.549, -2.654, 0.627]], "nbo_charge": [0.2072, 0.2352, 0.2256, -0.4235, 0.2140, 0.2376, -0.4186, 0.2032, 0.1998, 0.2188, -0.2529, 0.2186, 0.2075, -0.1807, 0.1837, 0.2124, 0.2192, -0.3812, 0.2064, -0.1996, 0.2084, 0.1896, 0.2134, 0.0282, 0.2235, -0.4275, -0.4849, -0.4528, 0.2242, -0.4605, -0.2498, -0.1446]}

=====

{"formula": "C13H19Cl2NO3S2", "method": "ωB97M-V/def2-TZVPD", "relative_energy_kcal_mol": 4.6, "elements": ["O", "H", "H", "H", "H", "C", "N", "H", "H", "C", "H", "C", "H", "H", "C", "C", "C", "H", "C", "C", "C", "H", "C", "C", "H", "O", "H", "H", "C", "H", "H", "Cl", "H", "C", "S", "H", "O", "S", "H", "Cl"], "coordinates": [[0.771065, 1.615946, 0.868424], [3.987547, -1.830118, -3.504509], [2.159098, 0.804364, -1.525895], [-1.503987, -1.236219, 2.005167], [-6.772983, 1.866410, 1.858447], [1.201844, -1.957292, -1.403060], [0.492751, -0.863472, 0.706936], [3.752813, 1.507810, -1.764522], [1.066217, -1.043429, -1.974772], [-4.215035, 0.822930, 2.248229], [5.342312, -0.663208, -0.220097], [3.783519, -0.636805, -1.717692], [-7.202945, 1.272484, 3.479940], [4.243691, -0.098104, -3.745412], [3.212051, 0.700712, -1.272641], [0.248027, -1.954631, -0.211265], [-2.473302, 1.778203, 0.870041], [5.645840, -1.727746, -1.592658], [5.245903, -0.759955, -1.298920], [-2.134767, -0.377654, 1.848032], [3.642302, -0.838144, -3.219971], [1.016703, -2.824885, -2.036698], [-6.403085, 1.690865, 2.869346], [-3.379273, -0.292656, 2.427765], [1.467559, -0.812879, 0.976724], [-5.387364, 0.705426, 2.893253], [5.834718, 0.022186, -1.773580], [2.609909, -0.722497, -3.542399], [-3.740855, 1.877218, 1.454887], [-6.065825, 2.630411, 3.308656], [-3.759672, -1.087683, 3.048543], [-4.614474, 3.333920, 1.135551], [3.312233, 0.829819, -0.196761], [-1.680668, 0.660906, 1.056387], [-0.073484, 0.639455, 0.253904], [0.339323, -2.892214, 0.345714], [-0.276200, 0.694653, -1.167964], [2.934464, -2.034114, -0.826002], [-0.777834, -1.846112, -0.570876], [-1.848135, 3.046100, -0.090249]], "atomic_forces_ev_per_a": [[0.123, -0.085, 0.254], [0.029, -0.052, -0.053], [-0.003, 0.019, -0.072], [0.019, -0.099, 0.066], [0.019, -0.029, 0.094], [0.404, -0.100, 0.065], [-0.328, 0.898, -0.019], [0.062, 0.127, -0.079], [-0.044, -0.063, -0.073], [0.475, -0.247, -0.105], [0.061, 0.045, 0.118], [-0.263, -0.233, 0.148], [0.054, 0.053, -0.056], [0.046, 0.122, -0.083], [0.020, -0.098, -0.008], [-0.077, -0.196, -0.382], [0.001, -0.148, 0.042], [0.103, -0.078, -0.045], [-0.229, -0.161, 0.040], [-0.144, -0.005, 0.063], [0.031, -0.029, 0.104], [-0.085, 0.088, -0.034], [-0.414, 0.191, 0.103], [-0.137, 0.226, -0.065], [0.171, 0.244, 0.103], [0.119, -0.097, 0.002], [0.038, 0.093, -0.055], [-0.076, 0.011, -0.054], [0.094, 0.039, -0.054], [-0.039, -0.092, -0.023], [-0.032, -0.091, 0.065], [-0.158, 0.097, 0.030], [0.024, 0.027, 0.062], [0.502, 0.056, -0.345], [0.085, -0.630, 0.443], [-0.126, 0.080, -0.036], [-0.192, -0.239, 0.088], [0.089, 0.086, -0.093], [0.007, -0.252, -0.018], [-0.227, 0.521, -0.135]], "nbo_charge": [-0.9293, 0.2169, 0.2252, 0.2353, 0.1884, -0.5511, -0.8854, 0.2114, 0.2462, 0.3295, 0.2172, -0.0964, 0.1977, 0.2111, -0.6390, -0.2397, -0.0137, 0.2165, -0.6249, -0.1085, -0.6283, 0.2234, -0.2504, -0.2691, 0.4268, -0.4833, 0.2152, 0.2112, -0.1518, 0.1889, 0.2338, 0.0355, 0.2207, -0.3989, 2.3203, 0.2069, -0.9453, 0.1353, 0.2194, 0.0820]}

=====

{"formula": "C13H19Cl32O4P3Si", "method": "ωB97M-V/def2-TZVPD", "elements": ["Cl", "C", "Cl", "C", "Cl", "Cl", "C", "H", "H", "H", "C", "H", "H", "Cl", "H", "H", "C", "H", "Cl", "C", "Cl", "Cl", "Cl", "Cl", "P", "H", "Cl", "Cl", "Cl", "H", "Cl", "C", "Cl", "Cl", "H", "Cl", "O", "H", "Cl", "Cl", "Cl", "H", "P", "Cl", "H", "Cl", "C", "H", "H", "O", "Cl", "H", "Cl", "Cl", "Cl", "C", "Cl", "Cl", "H", "Cl", "O", "Cl", "Si", "H", "P", "Cl", "C", "Cl", "C", "C", "C", "O"], "coordinates": [[3.994389, 7.904212, -0.428878], [5.920211, 5.861899, -3.842929], [5.608977, 7.209951, 1.864603], [1.475551, 6.095520, 2.223994], [-3.181445, -4.581088, -3.619967], [-2.686200, -3.551208, -0.962259], [1.615479, -1.737671, 1.196118], [-4.044378, 0.718615, 0.961764], [-1.351318, -0.219701, 4.260309], [-0.515927, 2.135503, 1.842417], [-3.565463, -0.281727, 0.996854], [0.971464, 0.028462, 0.001183], [3.204950, -3.191071, 0.196823], [7.531106, 5.280942, -4.299147], [1.185137, -2.320669, 2.033797], [-0.753434, -2.640703, -3.311499], [-7.194499, 0.804527, -1.656915], [-3.010499, -0.694649, 3.910503], [-5.266812, -3.153755, -2.210090], [2.700144, 1.606781, 4.129725], [1.785988, 0.132145, 4.489359], [2.455024, 2.054111, 2.430760], [-8.018680, -0.710683, -1.250666], [6.388311, 9.418441, 0.165820], [1.060292, -3.837860, -3.723663], [0.938240, 0.213173, 1.751040], [-0.988883, -3.096276, 5.736140], [0.936014, 7.773876, 2.391805], [-1.845605, -6.524879, -5.618339], [-4.220072, -0.898711, 1.635664], [6.059410, 7.025322, -2.515131], [5.013218, 8.548039, 0.869282], [-2.449539, -3.777715, 8.138281], [-5.474065, 0.486262, -1.927320], [-1.854087, 2.081897, 2.977069], [-3.888053, -3.056146, 5.736577], [-0.671788, -0.889119, 0.810391], [0.747266, -3.565012, -0.014001], [2.991747, 5.869265, 3.113040], [4.924934, 4.491474, -3.320143], [0.605977, -8.036708, -5.889481], [-2.138488, 2.396752, 1.212843], [1.921367, -2.800668, -0.344624], [0.234026, 5.010703, 2.873416], [-1.751035, -1.857913, 3.561060], [4.067149, 9.657600, 1.874793], [-0.680078, -7.197390, -6.769965], [-3.532274, -0.637455, -0.044334], [1.792111, -1.685282, -1.227176], [-0.541585, -3.580657, -3.355468], [-7.379046, 1.952666, -0.320030], [3.635949, -4.094213, -2.403118], [2.139382, 2.920095, 5.177046], [-7.908461, 1.489165, -3.126449], [-2.943761, -1.730677, -3.193311], [-1.560198, 1.803429, 1.944790], [4.423163, 1.316689, 4.418319], [0.016777, -5.887460, -7.739398], [1.519991, -2.771300, -5.543462], [-1.505240, -8.344600, -7.842359], [1.118685, -5.054651, -4.624664], [1.740880, 5.728455, 0.510976], [-1.822235, -0.066974, 1.765197], [2.600628, -1.343846, 1.534541], [2.275816, -4.274282, -1.976714], [5.158185, 6.645875, -5.236806], [-1.970051, -0.780449, 3.539726], [-2.474488, -5.574146, 5.871601], [-3.522444, -3.256860, -2.495411], [0.702021, -0.510699, 0.937812], [-2.450557, -3.874809, 6.369751], [1.700726, -2.572161, -4.621469]], "atomic_forces_ev_per_a": [[-0.026, 0.432, 0.465], [0.112, 0.054, -0.001], [0.294, 0.256, -0.244], [-0.015, -0.020, 0.048], [-0.513, 0.245, 0.245], [-0.121, 0.093, -0.077], [-0.029, 1.144, -0.132], [0.271, -0.413, 0.028], [0.008, -0.446, -0.207], [-0.175, -0.175, 0.030], [0.363, 0.453, 0.010], [0.120, -0.399, 0.336], [-0.299, -0.071, -0.332], [-0.152, 0.034, 0.032], [0.215, 0.059, -0.429], [-0.121, 0.233, 0.110], [0.036, 0.015, -0.023], [0.387, 0.140, -0.359], [0.204, 0.065, -0.030], [0.045, 0.084, 0.066], [0.032, 0.090, -0.027], [0.215, 0.158, 0.218], [0.071, 0.120, -0.026], [-0.095, -0.070, 0.029], [0.027, -2.002, -3.487], [-0.828, -0.478, -0.422], [-0.078, -0.223, 0.260], [0.034, -0.167, -0.029], [0.159, -0.187, -0.231], [0.333, -0.045, -0.475], [0.235, -0.284, -0.489], [-0.059, -0.005, 0.014], [0.005, 0.002, -0.156], [-0.220, 0.080, -0.036], [-0.069, -0.074, -0.538], [0.130, -0.075, 0.055], [-0.392, 0.887, 0.977], [0.292, 0.111, -0.430], [-0.457, -0.063, 0.012], [0.065, 0.099, -0.029], [-0.198, 0.101, -0.145], [0.120, -0.341, 0.383], [-0.544, 0.555, 1.575], [0.062, 0.117, -0.081], [0.135, 0.450, 0.007], [0.122, -0.087, -0.082], [0.203, 0.022, 0.130], [-0.116, -0.141, 0.438], [0.045, -0.005, 0.251], [2.780, 0.380, -0.084], [0.015, -0.098, -0.100], [-0.661, 0.374, -0.274], [0.053, -0.203, -0.105], [0.058, -0.064, 0.134], [-0.193, 0.220, 0.011], [0.498, 0.152, -0.028], [-0.159, 0.021, -0.046], [-0.093, -0.142, 0.061], [-0.066, -0.219, -0.366], [0.027, 0.080, 0.056], [-0.166, 1.757, 1.571], [-0.215, -0.207, 0.207], [-1.036, -0.341, 0.178], [-0.429, -0.182, -0.145], [0.107, -1.030, -0.319], [0.061, -0.071, 0.122], [-0.017, 0.199, -0.387], [0.007, 0.153, 0.033], [-0.047, -0.523, 0.059], [0.716, -0.077, 0.116], [0.013, -0.045, 0.034], [-1.083, -0.460, 2.066]], "mulliken_charge": [-0.0369, 0.2870, -0.0771, 0.2767, -0.0445, -0.0596, -0.9964, 0.2987, 0.3703, 0.1112, -0.7608, 0.2119, 0.0342, -0.1016, 0.3232, 0.2648, 0.3031, 0.3648, -0.0506, 0.2176, -0.0100, -0.0525, -0.1089, -0.1018, 0.5883, -0.6060, -0.0261, -0.0884, -0.0469, 0.3715, -0.0019, 0.3052, -0.1002, -0.0192, 0.3286, -0.0901, -0.0570, 0.0374, -0.0471, -0.0937, -0.0857, 0.4207, 0.3185, -0.0427, 0.0955, -0.0882, 0.3186, -0.1075, 0.0083, -0.0793, -0.1056, 0.0998, -0.0708, -0.0970, -0.2271, -0.9620, -0.0945, -0.1058, 0.2960, -0.1163, -0.4795, -0.0865, 0.5019, 0.3979, -0.2634, -0.0962, -0.9217, -0.0972, 0.2472, 0.4832, 0.3170, -0.4948]}

=====

Results for E_LUMO: 0.71 0.62 -0.23 (in eV, following the order of the records).
Results for HOMO: -8.027 -8.746 -8.341 (in eV, following the order of the records).